1.
One molecule with the formula C5H8O2. Source: OMol25; level of theory: the ωB97M-V functional and the def2-TZVPD basis.

Last column: Mulliken charge in e.
Positions of all 15 atoms, in Å:
C: 0.93949 -1.40274 -0.42020  -0.485
C: -0.03708 -0.25839 -0.61389  0.210
O: -1.24118 -0.45499 0.10419  -0.364
C: -1.44316 0.66338 0.95558  -0.311
C: -0.47408 1.70307 0.40005  -0.361
O: 0.57458 0.89410 -0.08975  -0.304
C: 2.12428 -1.28115 -1.28234  -0.454
H: 1.06076 -1.61488 0.65296  0.318
H: 0.50724 -2.31888 -0.88270  0.323
H: -0.27069 -0.12771 -1.68227  0.183
H: -1.19555 0.39877 1.99203  0.247
H: -2.49118 0.97298 0.90341  0.277
H: -0.93014 2.28870 -0.41155  0.263
H: -0.06218 2.37924 1.15232  0.277
H: 2.93889 -1.84151 -0.77782  0.181

## Properties
* net charge: 0
* Kohn-Sham gap: 8.66 eV
* electronic energy: -9405.0090 eV
* lowest unoccupied orbital energy: -0.216 eV
* ΔE to the lowest compared entry with this formula, charge and spin: 111.2 kcal per mole

***

2.
C5H8O2 as an isolated structure. Source: OMol25; level of theory: the ωB97M-V functional and the def2-TZVPD basis.

Last column: Mulliken charge in e.
Positions of all 15 atoms, in Å:
C: 0.17254 -1.25474 1.57725  -1.301
C: -0.24300 -0.46720 0.38475  0.945
C: -0.76494 0.91689 0.29978  -0.837
C: 0.48868 0.53712 -0.47624  0.430
O: 1.71365 1.12107 -0.24944  -0.542
C: 0.19385 -0.44233 -1.57535  -0.341
O: -0.65924 -1.19269 -0.79014  -0.386
H: -0.69314 -1.71840 2.06108  0.336
H: 0.66396 -0.59352 2.29577  0.320
H: 0.87422 -2.04079 1.28427  0.313
H: -1.69065 1.13018 -0.23180  0.268
H: -0.55777 1.52843 1.17419  0.271
H: 1.67040 2.03672 -0.55205  0.354
H: -0.89690 0.53637 -2.50573  -0.001
H: -0.27165 -0.09709 -2.69632  0.171

## Properties
* net charge: 0
* Kohn-Sham gap: 8.62 eV
* electronic energy: -9403.3986 eV
* lowest unoccupied orbital energy: 0.470 eV
* ΔE to the lowest compared entry with this formula, charge and spin: 148.4 kcal per mole

***

3.
One molecule with the formula C5H8O2. Source: OMol25; level of theory: the ωB97M-V functional and the def2-TZVPD basis.

Last column: Mulliken charge in e.
Positions of all 15 atoms, in Å:
C: 1.69528 -0.59876 0.27100  -1.337
C: 0.43324 0.19426 0.54212  0.371
C: -0.06985 1.27731 -0.41058  -0.416
O: -0.70110 0.68481 -1.55426  -0.474
C: -1.44207 0.77568 -0.33539  -0.186
C: -0.98420 -0.48241 0.42557  -0.415
O: -1.06730 -1.64622 -0.34191  -0.564
H: 2.57078 0.06098 0.27431  0.361
H: 1.65902 -1.11706 -0.69066  0.271
H: 1.84511 -1.35247 1.05187  0.357
H: 0.48827 0.65741 1.53600  0.337
H: 0.30294 2.28533 -0.56094  0.431
H: -2.39351 1.29786 -0.34445  0.435
H: -1.46344 -0.68228 1.38594  0.439
H: -0.87317 -1.35444 -1.24864  0.388

## Properties
* net charge: 0
* Kohn-Sham gap: 10.81 eV
* SMILES string: C[C@@H]1[C@H](O)[C@@H]2O[C@H]12
* electronic energy: -9407.4960 eV
* lowest unoccupied orbital energy: 1.019 eV
* ΔE to the lowest compared entry with this formula, charge and spin: 53.9 kcal per mole

***

4.
One molecule with the formula C5H8O2 at a distorted geometry. Source: OMol25; level of theory: the ωB97M-V functional and the def2-TZVPD basis.

Last column: Mulliken charge in e.
Positions of all 15 atoms, in Å:
O: -0.50226 -0.92865 -2.00007  -0.560
C: -0.52685 -0.71306 -0.60524  -0.091
C: 0.79580 -1.08727 0.07921  -0.407
C: 1.64243 0.19564 0.05303  -0.548
C: -0.44682 1.01435 1.26856  -1.136
C: -0.49952 0.76572 -0.25282  0.092
O: 0.89603 1.09595 -0.58078  -0.218
H: 0.25564 -0.43722 -2.34843  0.388
H: -1.41535 -1.23018 -0.23355  0.431
H: 0.67557 -1.58308 1.04913  0.277
H: 1.41093 -1.74647 -0.53948  0.344
H: 0.59627 0.81382 1.58728  0.368
H: -1.11878 0.38416 1.85412  0.292
H: -0.57119 2.06961 1.50300  0.353
H: -1.19191 1.38668 -0.83395  0.416

## Properties
* net charge: 0
* Kohn-Sham gap: 9.30 eV
* electronic energy: -9406.1278 eV
* lowest unoccupied orbital energy: 0.670 eV
* ΔE to the lowest compared entry with this formula, charge and spin: 85.4 kcal per mole

***

5.
One molecule with the formula C5H8O2. Source: OMol25; level of theory: the ωB97M-V functional and the def2-TZVPD basis.

Last column: Mulliken charge in e.
Positions of all 15 atoms, in Å:
C: 1.75677 -0.66197 0.99207  -1.263
C: 0.63137 -0.30688 0.06362  0.735
C: 0.57383 -0.59331 -1.24774  -0.819
C: -0.66081 0.14182 0.50669  0.432
O: -1.08685 -0.39740 1.62648  -0.430
C: -1.46282 1.20383 -0.22481  -0.301
O: -1.12112 1.58832 -1.39942  -0.773
H: 2.67613 -0.76639 0.40866  0.395
H: 1.57120 -1.59567 1.53059  0.293
H: 1.92126 0.12793 1.73288  0.327
H: -0.23604 -0.17366 -1.84842  0.269
H: 1.31591 -1.25096 -1.69486  0.280
H: -2.03331 -0.19874 1.74910  0.352
H: -2.54986 0.94770 -0.03105  0.249
H: -1.25186 1.94083 0.64978  0.254

## Properties
* net charge: 0
* Kohn-Sham gap: 7.60 eV
* electronic energy: -9406.0558 eV
* lowest unoccupied orbital energy: -0.300 eV
* ΔE to the lowest compared entry with this formula, charge and spin: 87.1 kcal per mole

***

6.
One molecule with the formula C5H8O2 at a distorted geometry. Source: OMol25; level of theory: the ωB97M-V functional and the def2-TZVPD basis.

Last column: Mulliken charge in e.
Positions of all 15 atoms, in Å:
O: -0.69107 -2.20795 -0.99902  -0.448
C: 0.01079 -1.91849 -0.06366  -0.049
C: -0.22025 -0.81890 0.91797  -0.543
C: 0.70611 0.38497 0.63207  -0.749
C: 0.49001 1.21094 -0.67031  -0.549
C: -1.02025 1.23891 -0.90466  0.004
O: -1.71640 1.76489 -0.09660  -0.460
H: 0.85847 -2.62981 0.08672  0.368
H: -1.30850 -0.70003 0.92587  0.383
H: 0.04137 -1.16141 1.91952  0.303
H: 0.73641 1.06338 1.47139  0.353
H: 1.66885 -0.13205 0.55301  0.384
H: 0.74507 2.24576 -0.45168  0.331
H: 1.10807 0.90543 -1.51031  0.330
H: -1.40868 0.75437 -1.81031  0.341

## Properties
* net charge: 0
* Kohn-Sham gap: 10.65 eV
* SMILES string: O=CCCCC=O
* electronic energy: -9408.4758 eV
* lowest unoccupied orbital energy: 0.788 eV
* ΔE to the lowest compared entry with this formula, charge and spin: 31.3 kcal per mole

***

7.
One molecule with the formula C5H8O2 at a distorted geometry. Source: OMol25; level of theory: the ωB97M-V functional and the def2-TZVPD basis.

Last column: Mulliken charge in e.
Positions of all 15 atoms, in Å:
O: 0.00808 -1.03450 1.97218  -0.506
C: 0.94413 -0.29972 1.26138  -0.568
C: 0.44001 0.10087 -0.15576  0.260
C: 0.23459 1.58213 -0.60299  -0.722
C: -1.08820 1.13729 -1.22683  0.429
O: -1.86386 1.65558 -1.98304  -0.560
C: -1.03103 -0.23197 -0.56040  -0.695
H: 0.39387 -1.33366 2.80959  0.298
H: 1.26378 0.60878 1.81346  0.311
H: 1.85092 -0.90864 1.08851  0.299
H: 1.09145 -0.37980 -0.86945  0.287
H: 0.06477 2.31992 0.19194  0.296
H: 0.96273 1.98338 -1.31516  0.312
H: -1.73422 -0.32467 0.27466  0.266
H: -1.17089 -1.08185 -1.23595  0.294

## Properties
* net charge: 0
* Kohn-Sham gap: 10.14 eV
* SMILES string: O=C1CC(CO)C1
* electronic energy: -9408.3909 eV
* lowest unoccupied orbital energy: 0.682 eV
* ΔE to the lowest compared entry with this formula, charge and spin: 33.2 kcal per mole

***

8.
A 2-piece molecular cluster, C5H8O2 overall. Source: OMol25; level of theory: the ωB97M-V functional and the def2-TZVPD basis.

Last column: Mulliken charge in e.
Positions of all 15 atoms, in Å:
C: -0.32712 -1.49168 -1.48924  -0.901
C: -0.44714 -0.15528 0.90526  0.269
O: -1.12144 -0.95489 1.49837  -0.592
C: 1.05156 0.19332 1.00412  -0.474
C: 0.57680 1.61483 0.68088  -0.168
O: 0.16107 1.57345 -0.66593  -0.412
C: -0.80038 1.18506 0.31041  -0.110
H: -0.05066 -0.43669 -1.57682  0.157
H: 0.56617 -2.11631 -1.57179  0.248
H: -1.05941 -1.73114 -2.25833  0.333
H: -0.79777 -1.69521 -0.52746  0.214
H: 1.41385 -0.02163 2.00902  0.288
H: 1.73224 -0.20461 0.24635  0.274
H: 0.86386 2.55666 1.13122  0.425
H: -1.76163 1.68413 0.30392  0.449

## Properties
* net charge: 0
* Kohn-Sham gap: 10.67 eV
* SMILES string: O=C1C[C@H]2O[C@@H]12.C
* electronic energy: -9406.8110 eV
* lowest unoccupied orbital energy: 0.953 eV
* ΔE to the lowest compared entry with this formula, charge and spin: 69.7 kcal per mole